# 1
This record from the Open Molecules 2025 dataset describes C26H31InN3P2S as an isolated structure. The level of theory is ωB97M-V with the def2-TZVPD basis set.

Calculated values
LUMO level = -2.74 eV
Highest occupied orbital energy = -8.960 eV
Net charge = +1

Geometry (Å):
C 1.196 -3.631 2.877
C 0.860 -3.163 1.592
C -0.503 -2.798 1.353
C -1.449 -2.829 2.414
C -1.074 -3.412 3.606
C 0.244 -3.801 3.875
C -2.796 -2.121 2.286
C -3.170 -2.145 0.796
C -2.179 -2.208 -0.220
C -2.519 -1.949 -1.593
C -3.859 -1.678 -1.897
C -4.861 -1.722 -0.918
C -4.488 -2.004 0.398
H 2.240 -3.871 3.082
H -1.846 -3.512 4.383
H 0.515 -4.220 4.836
H -3.614 -2.542 2.948
H -4.114 -1.415 -2.929
H -5.900 -1.525 -1.198
H -5.262 -2.028 1.171
N -0.843 -2.101 0.190
In 0.062 -0.179 0.033
C 1.947 -2.788 0.581
H 1.500 -2.850 -0.434
H 2.789 -3.509 0.657
C -1.402 -1.677 -2.608
H -0.684 -2.516 -2.609
H -1.832 -1.515 -3.612
P 2.714 -1.138 0.773
P -0.510 -0.146 -2.304
C -1.580 1.234 -2.654
H -1.184 2.140 -2.165
H -1.573 1.337 -3.747
H -2.596 1.017 -2.295
C 0.983 -0.102 -3.265
H 0.647 -0.155 -4.306
H 1.525 0.836 -3.087
H 1.623 -0.962 -3.029
C 3.499 -1.013 2.385
H 4.332 -1.732 2.436
H 3.882 0.017 2.491
H 2.762 -1.211 3.182
C 3.883 -0.917 -0.561
H 4.215 0.129 -0.543
H 4.737 -1.585 -0.390
H 3.411 -1.135 -1.531
H -2.888 -1.138 2.803
H 1.944 0.153 0.765
N 1.243 3.325 -3.505
C 1.053 3.871 -2.282
N 0.313 3.376 -1.320
C 0.370 4.141 -0.158
C -0.256 3.877 1.066
C -0.118 4.796 2.119
C 0.631 5.965 1.945
C 1.306 6.221 0.735
C 1.200 5.289 -0.293
S 1.952 5.330 -1.878
H 0.558 2.680 -3.853
H 1.794 3.862 -4.172
H -0.819 2.945 1.164
H -0.621 4.598 3.068
H 0.701 6.689 2.760
H 1.907 7.110 0.583

---

# 2
This record from the Open Molecules 2025 dataset describes one molecule with the formula C26H31N3O4S2. The level of theory is ωB97M-V with the def2-TZVPD basis set.

Calculated values
LUMO level = -0.98 eV
Structure (SMILES) = CC(C)OC(=S)S[C@@H](/C=C/N1[C@H](Cc2ccccc2)C(=O)N(C)C1(C)C)c1cccc([N+](=O)[O-])c1
Highest occupied orbital energy = -8.028 eV
Net charge = 0
Energy relative to the best compared isomer or geometry (same formula, charge and spin) = 482.80 kJ/mol

Geometry (Å):
C 0.630 1.899 0.443
C -0.551 2.488 1.149
C -1.334 3.411 0.229
O -1.512 1.451 1.540
C -1.241 0.831 2.710
S 0.203 0.882 3.494
S -2.598 0.116 3.498
C -2.852 -1.349 2.442
C -3.265 -2.420 3.400
C -2.517 -2.936 4.401
N -2.970 -3.912 5.241
C -2.076 -4.702 6.083
C -1.096 -5.605 5.321
C -0.171 -6.385 6.235
C 0.566 -5.709 7.214
C 1.366 -6.422 8.114
C 1.448 -7.819 8.018
C 0.728 -8.497 7.022
C -0.059 -7.776 6.119
C -3.064 -5.540 6.894
O -2.813 -6.266 7.851
N -4.306 -5.323 6.369
C -5.471 -6.047 6.821
C -4.350 -4.404 5.239
C -5.402 -3.316 5.526
C -4.684 -5.194 3.963
C -3.869 -1.077 1.308
C -3.418 -0.707 0.034
C -4.322 -0.334 -0.976
C -5.694 -0.370 -0.738
C -6.154 -0.856 0.491
N -7.552 -1.123 0.625
O -7.985 -1.699 1.650
O -8.301 -0.779 -0.323
C -5.242 -1.185 1.528
H 1.337 2.707 0.223
H 1.138 1.136 1.043
H 0.303 1.457 -0.511
H -0.234 3.024 2.057
H -0.694 4.245 -0.088
H -1.674 2.869 -0.664
H -2.223 3.821 0.723
H -1.843 -1.545 2.030
H -4.283 -2.769 3.282
H -1.493 -2.593 4.592
H -1.523 -4.032 6.764
H -1.672 -6.310 4.699
H -0.501 -4.969 4.644
H 0.501 -4.620 7.277
H 1.922 -5.890 8.892
H 2.065 -8.383 8.721
H 0.779 -9.589 6.946
H -0.608 -8.287 5.324
H -5.170 -6.722 7.625
H -6.239 -5.356 7.193
H -5.910 -6.628 5.998
H -5.252 -2.943 6.550
H -5.329 -2.473 4.835
H -6.405 -3.754 5.440
H -3.974 -6.027 3.851
H -5.707 -5.587 4.035
H -4.618 -4.566 3.072
H -2.344 -0.722 -0.169
H -3.970 -0.042 -1.965
H -6.435 -0.088 -1.484
H -5.664 -1.513 2.475

---

# 3
This record from the Open Molecules 2025 dataset describes C26H31N3ORh as an isolated structure. The level of theory is ωB97M-V with the def2-TZVPD basis set.

Calculated values
LUMO level (alpha / beta) = -9.67 / -13.66 eV
Highest occupied orbital energy (alpha / beta) = -16.013 / -16.082 eV
Net charge = +3
<S²> = 6.0251
Energy relative to the best compared isomer or geometry (same formula, charge and spin) = 117.76 kJ/mol
Multiplicity = 5

Geometry (Å):
Rh -0.649 -0.517 0.041
C 1.013 -1.349 2.642
C 2.061 -1.790 1.652
C 2.864 -2.884 1.932
C 3.843 -3.289 1.035
C 4.025 -2.610 -0.158
C 3.262 -1.490 -0.476
C 3.469 -0.785 -1.793
C 2.303 -1.096 0.462
N 1.424 0.015 0.174
C 1.807 1.232 0.184
C 3.169 1.714 0.544
C 0.746 2.250 -0.190
C 1.184 3.608 -0.615
N -0.474 1.860 -0.138
C -1.566 2.675 -0.409
C -2.003 3.628 0.602
C -1.315 3.707 1.925
C -3.042 4.455 0.270
C -3.662 4.342 -0.984
C -3.254 3.361 -1.939
C -2.232 2.502 -1.665
C -1.753 1.479 -2.652
H 0.786 -2.145 3.348
H 0.033 -1.105 2.182
H 1.311 -0.465 3.208
H 2.721 -3.425 2.860
H 4.461 -4.147 1.266
H 4.773 -2.950 -0.863
H 3.969 -1.447 -2.496
H 4.105 0.094 -1.687
H 2.529 -0.471 -2.252
H 3.711 0.942 1.086
H 3.111 2.619 1.149
H 3.739 1.964 -0.354
H 2.042 3.541 -1.285
H 1.522 4.176 0.258
H 0.387 4.161 -1.108
H -1.006 2.730 2.296
H -1.965 4.171 2.664
H -0.421 4.334 1.850
H -3.395 5.196 0.976
H -4.485 5.002 -1.232
H -3.767 3.314 -2.892
H -2.489 1.329 -3.439
H -1.578 0.502 -2.186
H -0.818 1.790 -3.122
O -2.872 -0.744 0.472
C -3.441 -2.073 0.377
C -2.353 -3.061 0.059
C -2.637 -4.414 0.062
C -1.637 -5.312 -0.269
C -0.374 -4.832 -0.592
C -0.156 -3.475 -0.562
N -1.133 -2.597 -0.246
H -3.560 -0.125 0.740
H -4.190 -2.076 -0.417
H -3.920 -2.332 1.320
H -3.631 -4.757 0.317
H -1.840 -6.375 -0.273
H 0.433 -5.500 -0.859
H 0.816 -3.058 -0.797

---

# 4
This record from the Open Molecules 2025 dataset describes C26H31N8O2S2Ti as an isolated structure. The level of theory is ωB97M-V with the def2-TZVPD basis set.

Calculated values
LUMO level = -2.76 eV
Highest occupied orbital energy = -10.309 eV
Net charge = +1
Energy relative to the best compared isomer or geometry (same formula, charge and spin) = 201.90 kJ/mol

Geometry (Å):
Ti 0.852 -0.865 -0.821
C 0.746 -1.027 -4.199
O 0.114 -0.808 -2.935
C -1.229 -1.198 -2.860
C -1.947 -1.838 -3.846
C -3.261 -2.227 -3.598
C -3.837 -1.969 -2.369
C -3.110 -1.321 -1.376
C -1.804 -0.933 -1.614
N -0.945 -0.301 -0.701
N -1.383 -0.195 0.634
C -1.216 1.136 1.127
C -0.185 1.957 0.757
O 0.904 1.571 -0.028
C -0.146 3.314 1.128
C -1.094 3.826 1.953
C -2.146 3.004 2.431
C -3.135 3.508 3.315
C -4.175 2.725 3.718
C -4.293 1.404 3.227
C -3.353 0.889 2.380
C -2.230 1.663 1.986
H 0.169 -0.533 -4.976
H 1.736 -0.601 -4.135
H 0.822 -2.093 -4.398
H -1.508 -2.049 -4.812
H -3.818 -2.736 -4.374
H -4.859 -2.269 -2.175
H -3.545 -1.101 -0.410
H 0.677 3.920 0.770
H -1.056 4.866 2.258
H -3.048 4.533 3.660
H -4.925 3.117 4.396
H -5.146 0.801 3.513
H -3.471 -0.108 1.973
N 2.179 1.376 -2.138
N 3.466 1.116 -2.598
C 4.007 -0.106 -2.456
N 5.288 -0.216 -2.816
S 3.172 -1.464 -1.877
H 1.658 1.862 -2.852
H 2.194 1.928 -1.290
H 4.070 1.894 -2.808
H 5.812 0.545 -3.215
H 5.726 -1.117 -2.741
C 3.032 -0.886 1.795
C 2.538 0.513 1.441
C 3.688 1.353 0.888
C 1.996 1.171 2.710
N 1.518 0.345 0.375
H 3.832 -0.797 2.530
H 3.426 -1.411 0.926
H 2.233 -1.485 2.229
H 4.465 1.464 1.647
H 3.342 2.351 0.609
H 4.132 0.864 0.016
H 2.778 1.142 3.472
H 1.123 0.641 3.097
H 1.720 2.211 2.553
S 0.810 -3.473 -1.360
C -0.189 -3.125 -0.022
N -1.253 -3.863 0.312
C -2.093 -3.462 1.359
C -1.925 -2.284 1.940
C -0.851 -1.347 1.477
N 0.131 -2.025 0.647
H -1.414 -4.715 -0.195
H -2.864 -4.166 1.640
H -2.550 -1.993 2.773
H -0.352 -0.903 2.333

---

# 5
This record from the Open Molecules 2025 dataset describes one molecule with the formula C26H31NO2. The level of theory is ωB97M-V with the def2-TZVPD basis set.

Calculated values
LUMO level = 0.85 eV
Structure (SMILES) = COc1ccccc1[C@@H](CCNCc1ccccc1)c1ccc(OC(C)C)cc1
Highest occupied orbital energy = -7.929 eV
Net charge = 0
Energy relative to the best compared isomer or geometry (same formula, charge and spin) = 202.81 kJ/mol

Geometry (Å):
C -1.768 1.387 -2.487
O -1.081 0.722 -1.458
C 0.271 0.880 -1.359
C 1.008 1.742 -2.160
C 2.378 1.860 -1.986
C 3.019 1.124 -1.011
C 2.285 0.259 -0.215
C 0.919 0.115 -0.375
C 0.091 -0.832 0.461
C 0.735 -2.218 0.637
C 1.305 -2.768 -0.674
N 0.445 -2.446 -1.789
C 0.987 -2.780 -3.092
C 0.187 -2.065 -4.147
C -0.956 -2.640 -4.686
C -1.711 -1.960 -5.626
C -1.330 -0.695 -6.038
C -0.193 -0.113 -5.503
C 0.559 -0.793 -4.560
C -0.250 -0.202 1.793
C 0.710 0.047 2.762
C 0.384 0.621 3.979
C -0.933 0.966 4.258
O -1.393 1.509 5.419
C -0.496 1.819 6.475
C -1.346 1.925 7.738
C 0.245 3.128 6.200
C -1.903 0.733 3.281
C -1.563 0.161 2.075
H -1.702 2.476 -2.380
H -2.809 1.083 -2.389
H -1.399 1.090 -3.474
H 0.527 2.327 -2.928
H 2.937 2.533 -2.619
H 4.086 1.215 -0.872
H 2.798 -0.320 0.538
H -0.843 -0.975 -0.085
H -0.035 -2.893 1.019
H 1.534 -2.188 1.379
H 1.485 -3.855 -0.564
H 2.271 -2.295 -0.878
H -0.473 -2.862 -1.671
H 0.997 -3.868 -3.290
H 2.022 -2.423 -3.117
H -1.255 -3.631 -4.373
H -2.598 -2.419 -6.039
H -1.917 -0.164 -6.774
H 0.112 0.873 -5.825
H 1.440 -0.335 -4.136
H 1.744 -0.203 2.578
H 1.172 0.788 4.698
H 0.226 0.998 6.600
H -0.717 2.152 8.594
H -2.085 2.712 7.617
H -1.866 0.987 7.916
H 0.799 3.070 5.266
H -0.471 3.942 6.123
H 0.939 3.340 7.009
H -2.923 1.009 3.500
H -2.329 -0.006 1.332

---

# 6
This record from the Open Molecules 2025 dataset describes C26H32AuBrN4O2SSb as an isolated structure. The level of theory is ωB97M-V with the def2-TZVPD basis set.

Calculated values
LUMO level (alpha / beta) = -5.61 / -5.60 eV
Highest occupied orbital energy (alpha / beta) = -10.171 / -10.171 eV
Net charge = +1

Geometry (Å):
Au -0.734 -0.561 0.052
S -2.075 -1.075 4.456
C -0.954 0.249 4.595
C -0.443 0.822 5.747
C 0.420 1.891 5.611
C 0.768 2.372 4.348
C 0.278 1.793 3.197
C -0.589 0.709 3.313
N -1.182 0.009 2.302
C -1.966 -0.943 2.727
C -2.704 -1.769 1.810
C -3.682 -2.658 2.262
C -4.430 -3.372 1.349
C -4.207 -3.203 -0.009
C -3.199 -2.352 -0.451
C -2.427 -1.634 0.441
H -0.712 0.436 6.717
H 0.831 2.359 6.492
H 1.444 3.210 4.272
H 0.555 2.160 2.221
H -3.834 -2.783 3.326
H -5.188 -4.056 1.697
H -4.811 -3.744 -0.723
H -3.027 -2.267 -1.516
C -2.506 3.957 0.859
Sb -1.513 2.406 -0.306
C -0.855 3.536 -2.034
C -3.327 1.509 -1.141
H -3.098 4.543 0.163
H -1.783 4.584 1.369
H -3.147 3.464 1.581
H -1.433 3.243 -2.903
H 0.199 3.344 -2.197
H -0.998 4.592 -1.838
H -3.910 2.286 -1.619
H -3.902 1.058 -0.340
H -3.068 0.739 -1.859
C 0.586 -2.853 -4.294
C 1.273 -2.270 -3.050
C 2.785 -2.240 -3.258
C 0.922 -3.103 -1.819
N 0.876 -0.882 -2.833
N -0.459 -0.675 -2.442
H 0.936 -3.863 -4.478
H 0.816 -2.255 -5.174
H -0.495 -2.898 -4.166
H 3.158 -3.242 -3.437
H 3.279 -1.838 -2.380
H 3.044 -1.625 -4.116
H 1.402 -4.075 -1.890
H -0.150 -3.261 -1.731
H 1.273 -2.607 -0.920
H 1.170 -0.291 -3.609
H -1.093 -1.381 -2.826
H -0.774 0.253 -2.709
Br 6.444 -1.385 0.374
C 5.400 0.191 0.221
C 5.990 1.452 0.223
N 5.281 2.554 0.103
C 3.968 2.489 -0.002
C 3.291 1.274 0.014
C 4.023 0.098 0.119
C 1.784 1.184 -0.065
O 1.135 2.242 -0.042
O 1.339 0.020 -0.138
H 7.060 1.563 0.330
H 3.434 3.423 -0.104
H 3.512 -0.853 0.132

---

The max |F| results, record by record, are as follows: 0.0670, 0.0657, 0.0558, 0.0378, 0.0105, 0.0503 Eh/bohr.
The calculated total energy results, record by record, are as follows: -66514.7752, -61792.5277, -36961.7699, -88261.4901, -33050.0857, -128635.5964 eV.